The following is a quantum chemistry calculation of a 9-piece molecular cluster, C48H128BF4N8O16 overall at a distorted geometry, from the Open Molecules 2025 dataset.

XYZ file:
```
205
Properties=species:S:1:pos:R:3:forces:R:3:lowdin_charge:R:1
C 1.615 4.298 1.648 1.761 -2.575 0.802 -0.124
O 1.605 5.659 1.628 -0.780 3.656 -0.183 -0.143
C 1.052 6.428 2.695 0.380 -1.087 0.899 -0.192
C 0.880 7.875 2.302 0.666 -1.183 -1.478 -0.056
N -0.181 8.010 1.246 -2.012 1.486 0.653 0.102
H -0.248 8.991 1.012 -0.058 0.936 0.085 0.180
H 0.050 7.677 0.321 0.278 -1.294 -0.220 0.194
C -1.556 7.574 1.764 0.239 -1.123 -0.980 -0.060
C -2.005 8.263 3.034 0.971 -0.604 -0.171 -0.088
O -2.189 9.670 2.790 -0.653 -1.065 0.974 0.122
C -2.087 10.494 3.897 1.160 1.919 -1.044 0.076
H 1.614 3.841 0.658 -1.370 0.361 -0.181 0.097
H 1.026 3.836 2.439 -0.870 0.008 -0.450 0.086
H 2.603 3.915 1.903 0.596 0.380 0.617 0.094
H 1.654 6.504 3.601 0.827 -0.334 -0.079 0.150
H 0.173 5.925 3.101 -0.561 0.030 -0.233 0.116
H 1.806 8.104 1.774 0.123 0.564 0.290 0.166
H 0.659 8.585 3.098 0.255 -0.283 -0.030 0.143
H -1.446 6.494 1.856 0.068 0.050 0.955 0.127
H -2.368 7.555 1.038 0.382 1.085 -0.603 0.153
H -1.365 8.075 3.896 0.436 0.526 0.049 0.152
H -2.901 7.762 3.401 -0.880 0.520 -0.271 0.185
H -2.902 10.538 4.619 -0.906 -0.775 0.528 0.195
H -2.070 11.524 3.541 -0.067 0.114 -0.324 0.157
H -1.158 10.279 4.426 0.075 -0.458 0.588 0.157
C 6.067 2.322 -9.630 1.534 0.231 -0.914 -0.066
O 5.580 2.457 -8.325 -1.503 -0.135 2.766 -0.215
C 6.518 2.733 -7.288 0.242 -0.666 0.388 -0.158
C 6.199 1.983 -5.931 -1.085 1.699 -0.288 -0.022
N 4.652 2.103 -5.726 0.993 -0.893 0.108 0.042
H 4.255 3.019 -5.573 0.906 1.003 0.026 0.174
H 4.353 1.911 -6.671 -0.777 -0.756 -0.782 0.149
C 4.075 1.269 -4.627 0.074 -0.331 -0.446 -0.074
C 2.535 1.449 -4.633 1.159 -0.360 -0.568 -0.229
O 2.000 1.533 -3.358 -1.892 0.750 -0.167 -0.164
C 0.569 1.868 -3.486 0.132 0.189 0.671 -0.047
H 6.827 3.092 -9.763 0.317 -0.223 -0.285 0.106
H 5.341 2.524 -10.417 -0.491 -0.151 0.588 0.107
H 6.482 1.321 -9.745 0.148 0.074 -0.289 0.102
H 6.545 3.800 -7.067 0.145 0.105 -0.224 0.137
H 7.507 2.353 -7.542 0.193 0.368 -0.224 0.140
H 6.581 2.468 -5.033 0.543 0.250 -0.402 0.133
H 6.563 0.955 -5.910 -0.820 -0.199 -0.202 0.133
H 4.544 1.578 -3.693 -0.220 0.288 0.004 0.145
H 4.460 0.270 -4.830 -0.503 -0.207 0.123 0.123
H 2.094 0.629 -5.201 -0.193 -0.228 -0.116 0.111
H 2.336 2.351 -5.212 -0.247 0.320 -0.045 0.129
H 0.165 2.141 -2.512 0.377 -0.628 0.220 0.079
H -0.031 1.072 -3.927 0.307 -0.432 0.218 0.072
H 0.308 2.741 -4.085 0.961 0.264 -0.467 0.094
C 3.171 -2.648 2.157 1.055 -0.186 -2.837 -0.118
O 3.510 -2.039 3.314 -1.450 3.108 2.724 -0.212
C 4.381 -2.711 4.153 0.414 -0.840 0.013 -0.194
C 4.961 -1.933 5.307 -3.217 1.767 0.168 -0.020
N 3.768 -1.404 6.166 1.509 0.474 0.939 0.070
H 2.972 -0.973 5.720 0.051 0.933 -0.923 0.120
H 3.302 -2.164 6.640 0.322 -0.544 0.725 0.170
C 4.409 -0.420 7.183 -1.992 0.553 0.279 -0.041
C 3.260 0.181 7.976 -0.785 0.644 1.552 -0.219
O 2.508 1.030 7.147 -0.460 -0.410 -0.623 -0.237
C 1.258 1.579 7.693 2.189 -0.055 -1.509 -0.013
H 2.870 -3.696 2.172 -0.097 -0.103 0.471 0.102
H 4.071 -2.527 1.555 0.256 -0.844 -0.735 0.096
H 2.470 -2.057 1.567 -0.545 0.067 0.597 0.082
H 5.216 -2.965 3.500 0.253 -1.282 0.457 0.150
H 3.729 -3.450 4.620 0.890 -1.334 -0.191 0.142
H 5.336 -0.956 5.003 1.149 -0.569 -0.039 0.140
H 5.432 -2.509 6.104 0.999 -0.078 -0.939 0.158
H 4.807 0.456 6.672 0.345 -0.495 -0.558 0.144
H 5.177 -0.923 7.770 -0.244 -0.087 -0.066 0.154
H 3.542 0.803 8.826 0.979 -0.314 0.196 0.148
H 2.579 -0.540 8.427 0.087 -0.689 -0.031 0.130
H 0.648 0.836 8.206 0.043 0.120 0.069 0.101
H 0.882 1.898 6.721 -0.932 0.216 0.529 0.057
H 1.544 2.458 8.271 -0.470 -0.187 0.415 0.105
C -1.458 -2.689 -2.960 -0.237 0.828 -0.332 -0.053
O -0.527 -2.978 -4.029 -0.728 -0.239 0.674 -0.169
C 0.165 -1.844 -4.484 -0.100 -0.176 0.277 -0.231
C 0.771 -2.193 -5.829 0.024 -0.766 -0.773 -0.078
N -0.349 -2.590 -6.757 0.715 -1.393 -0.931 0.065
H -0.824 -3.374 -6.333 -1.049 -0.151 0.856 0.140
H -0.987 -1.834 -6.962 -0.425 0.152 0.087 0.180
C -0.010 -3.285 -8.113 -0.889 0.385 -0.240 -0.040
C -1.288 -3.990 -8.724 0.897 -0.150 1.987 -0.147
O -1.889 -4.807 -7.692 0.822 1.333 -0.093 -0.224
C -2.883 -5.737 -8.148 -0.308 0.120 -0.752 -0.055
H -1.836 -3.554 -2.415 0.321 -0.416 -0.744 0.098
H -2.288 -2.135 -3.398 -0.331 -0.180 -0.022 0.095
H -1.078 -2.019 -2.189 0.723 0.133 -0.055 0.067
H 0.798 -1.529 -3.655 0.881 0.120 -0.487 0.101
H -0.431 -0.954 -4.687 -0.902 0.014 0.138 0.113
H 1.361 -3.108 -5.874 0.443 0.242 0.614 0.140
H 1.323 -1.370 -6.283 -0.023 -0.041 0.059 0.126
H 0.727 -4.084 -8.031 0.293 0.486 0.752 0.137
H 0.333 -2.447 -8.720 0.132 -0.487 -0.443 0.134
H -0.820 -4.663 -9.443 -0.576 0.355 -0.778 0.143
H -1.943 -3.191 -9.072 -0.366 -0.512 -0.548 0.134
H -2.437 -6.522 -8.758 0.172 -0.167 0.275 0.102
H -3.606 -5.245 -8.798 -0.090 0.235 0.074 0.098
H -3.425 -6.139 -7.292 0.393 0.044 0.002 0.099
C 2.341 0.788 3.574 1.096 0.832 0.200 -0.082
O 1.414 0.404 4.566 -2.329 0.090 -1.140 -0.201
C 0.081 0.923 4.256 -0.349 -1.722 0.765 -0.154
C -0.973 -0.161 4.623 1.701 -0.550 0.300 -0.036
N -0.543 -1.451 3.865 -2.491 -0.963 1.526 0.127
H -0.249 -1.286 2.913 0.427 0.310 -0.846 0.128
H 0.178 -1.931 4.385 0.887 0.508 0.012 0.160
C -1.605 -2.570 3.775 -1.462 0.960 0.155 -0.099
C -1.063 -3.810 3.254 2.290 -1.008 -2.049 -0.218
O -0.577 -3.492 1.946 -0.298 -0.102 0.681 -0.229
C -0.213 -4.625 1.147 -0.898 0.448 0.882 -0.051
H 2.081 0.598 2.532 -0.275 -0.821 0.084 0.087
H 3.277 0.322 3.884 -0.050 0.040 -0.542 0.080
H 2.505 1.866 3.570 -0.005 0.312 0.421 0.088
H -0.131 1.053 3.195 0.806 0.744 -0.152 0.100
H -0.103 1.783 4.901 -0.091 0.281 -0.442 0.118
H -2.015 0.110 4.450 0.227 -0.108 -0.624 0.131
H -0.896 -0.370 5.690 0.031 -0.376 -0.031 0.132
H -2.365 -2.248 3.062 -0.150 0.440 0.276 0.132
H -2.035 -2.881 4.727 0.014 1.057 0.430 0.150
H -1.732 -4.667 3.183 -0.586 0.266 0.344 0.149
H -0.236 -4.138 3.884 0.356 -0.300 0.211 0.139
H 0.592 -5.165 1.645 0.684 0.216 -0.698 0.095
H -0.114 -4.153 0.170 0.729 -0.753 -0.063 0.092
H -1.024 -5.353 1.145 -0.337 0.036 -0.304 0.095
C -8.047 1.794 1.930 -0.024 -1.517 -0.804 -0.050
O -6.822 1.974 1.271 2.529 1.511 -1.533 -0.197
C -5.668 1.645 1.995 -0.726 0.588 0.781 -0.203
C -4.293 2.053 1.397 -1.030 -1.127 -0.400 -0.079
N -4.416 3.408 0.763 1.791 0.071 -0.336 0.095
H -5.275 3.481 0.236 -0.671 -0.325 -0.530 0.159
H -4.504 4.034 1.551 -0.090 0.640 -0.020 0.168
C -3.197 3.811 -0.160 -1.362 0.581 0.789 -0.040
C -3.149 2.907 -1.408 -0.058 0.241 1.786 -0.226
O -4.468 2.722 -1.841 0.223 -0.072 -0.718 -0.182
C -4.488 2.485 -3.291 -0.582 0.742 0.792 -0.013
H -8.783 2.045 1.167 -0.233 0.414 0.584 0.118
H -8.127 2.295 2.895 -0.103 0.124 -0.127 0.108
H -8.068 0.706 1.988 -0.852 -0.273 0.916 0.081
H -5.720 0.597 2.288 0.570 -0.343 -0.187 0.110
H -5.710 2.211 2.926 -0.099 0.099 0.548 0.122
H -3.849 1.347 0.696 -0.388 0.158 -0.186 0.112
H -3.626 2.069 2.259 0.224 0.437 -0.251 0.126
H -2.368 3.906 0.541 0.437 -0.980 -0.347 0.118
H -3.296 4.834 -0.524 -0.978 0.118 0.236 0.120
H -2.678 1.990 -1.054 0.295 -0.357 -0.850 0.106
H -2.573 3.493 -2.124 0.363 -0.449 -0.220 0.129
H -3.984 3.342 -3.739 0.368 -0.325 -0.307 0.093
H -5.518 2.563 -3.639 0.003 -0.339 0.315 0.108
H -4.059 1.508 -3.517 0.092 0.168 -0.107 0.094
C 2.314 -1.186 -1.353 -0.004 1.035 -0.184 -0.076
O 3.489 -1.951 -1.530 1.098 -0.461 2.134 -0.165
C 3.552 -2.742 -2.635 -1.231 -2.248 -1.513 -0.225
C 4.299 -4.161 -2.695 1.967 2.572 1.315 -0.017
N 5.789 -3.936 -2.350 -0.163 -1.215 -1.974 0.061
H 6.092 -3.121 -2.864 0.012 0.769 0.421 0.160
H 5.911 -3.805 -1.356 0.597 -0.016 0.311 0.167
C 6.727 -5.005 -2.983 0.941 0.426 0.782 -0.051
C 8.258 -4.659 -2.757 -0.650 -0.935 0.881 -0.175
O 8.508 -4.405 -1.370 0.639 -1.113 -0.251 -0.196
C 9.005 -5.511 -0.519 -0.715 -0.532 0.073 -0.040
H 1.378 -1.709 -1.158 0.223 -0.666 0.110 0.088
H 2.137 -0.537 -2.211 0.085 0.021 -0.249 0.067
H 2.509 -0.502 -0.528 -0.029 -0.213 0.088 0.099
H 3.856 -2.107 -3.467 0.127 -0.290 -0.608 0.121
H 2.559 -3.163 -2.793 -0.596 0.386 -0.729 0.117
H 4.392 -4.503 -3.726 -0.915 -0.118 0.135 0.131
H 3.931 -4.884 -1.967 -0.189 -0.024 -0.388 0.142
H 6.510 -5.117 -4.045 -0.200 0.567 -0.068 0.131
H 6.440 -5.967 -2.557 0.331 0.091 0.385 0.138
H 8.760 -3.878 -3.328 -0.967 0.723 -0.080 0.133
H 8.739 -5.515 -3.231 0.327 -0.591 0.697 0.134
H 8.163 -5.896 0.056 -0.158 0.082 0.025 0.075
H 9.775 -5.262 0.211 -0.094 1.043 -0.359 0.096
H 9.430 -6.387 -1.010 -0.132 0.334 -0.877 0.098
C -3.732 -1.797 0.040 0.127 -0.742 -0.225 -0.083
O -4.704 -1.737 1.068 -1.265 1.163 0.511 -0.200
C -5.612 -2.844 1.058 2.009 -2.108 1.450 -0.200
C -6.760 -2.804 1.998 -1.132 3.305 0.357 -0.082
N -6.374 -2.588 3.475 -0.873 -0.194 0.600 0.081
H -5.432 -2.895 3.672 0.266 -0.904 -0.106 0.150
H -6.321 -1.633 3.801 -0.137 0.891 -0.880 0.138
C -7.402 -3.112 4.559 -0.427 -0.552 -1.576 -0.029
C -8.590 -2.115 4.572 1.538 -0.628 -0.309 -0.215
O -9.295 -2.094 3.316 -0.463 0.661 2.593 -0.194
C -10.748 -1.904 3.674 0.547 -0.340 -0.705 -0.003
H -4.212 -1.661 -0.929 0.087 -0.157 -0.151 0.103
H -3.221 -2.757 0.114 -0.046 -0.359 -0.378 0.089
H -2.917 -1.079 0.137 -0.495 0.462 0.490 0.068
H -5.042 -3.596 1.603 0.775 -1.214 -1.217 0.124
H -5.994 -3.167 0.089 0.357 0.104 -0.129 0.158
H -7.519 -3.586 1.971 0.532 -0.193 -0.283 0.156
H -7.224 -1.884 1.643 -0.990 0.117 0.848 0.128
H -6.835 -3.195 5.486 -0.259 0.232 0.059 0.138
H -7.680 -4.104 4.204 -0.070 -0.025 0.192 0.138
H -8.047 -1.211 4.845 -0.281 1.155 -0.576 0.113
H -9.161 -2.240 5.492 -0.540 -0.684 -0.344 0.141
H -11.103 -2.895 3.957 -0.267 0.230 -0.008 0.106
H -11.281 -1.508 2.810 0.273 -0.335 -0.111 0.098
H -10.893 -1.182 4.478 0.354 -0.082 0.071 0.094
B -0.482 0.384 0.477 0.751 0.375 -1.930 -1.420
F -0.902 0.322 -0.896 -0.155 0.232 0.691 0.072
F 0.570 1.278 0.603 0.378 1.068 -0.031 0.126
F -1.498 0.709 1.326 -1.697 0.844 0.884 0.145
F -0.013 -0.826 0.849 0.670 -2.389 0.746 0.160
```
Forces are in eV/Å.

## Properties
DFT total energy: -3968.07584 Ha
HOMO-LUMO gap (alpha / beta): 7.219 / 1.169 eV
spin multiplicity: 2
LUMO level (alpha / beta): -14.50 / -20.56 eV
total charge: +8
HOMO level (alpha / beta): -21.7 / -21.7 eV
⟨S²⟩: 0.75